Entry 1:
Computed, not measured: a molecular structure, C38H37Cl3EuFN4O2S3SeSi, with ωB97M-V/def2-TZVPD.

Positions of all 91 atoms, in Å:
Eu 12.43 12.23 15.98
C 8.98 13.74 19.12
Si 9.58 14.42 17.48
C 9.06 16.22 17.26
C 8.67 13.57 16.08
N 11.33 14.19 17.33
C 12.21 14.92 18.05
C 11.85 15.82 19.09
C 12.78 16.56 19.78
C 14.15 16.45 19.51
C 14.56 15.57 18.49
C 13.61 14.86 17.82
F 14.06 14.04 16.77
H 7.94 13.35 19.03
H 8.98 14.54 19.91
H 9.67 12.94 19.44
H 7.96 16.34 17.17
H 9.51 16.63 16.31
H 9.42 16.88 18.07
H 7.77 14.19 15.79
H 8.31 12.55 16.30
H 9.36 13.49 15.20
H 10.80 15.90 19.42
H 12.46 17.25 20.56
H 14.86 17.03 20.08
H 15.62 15.49 18.22
Cl 6.05 8.25 15.63
C 7.42 9.19 15.33
C 8.36 9.38 16.35
C 9.50 10.10 16.09
Cl 10.62 10.37 17.42
C 9.69 10.72 14.81
O 10.66 11.52 14.56
C 8.70 10.50 13.75
Cl 8.91 11.26 12.21
C 7.58 9.74 14.03
H 8.17 8.94 17.32
H 6.80 9.56 13.28
O 14.12 11.06 17.25
N 14.91 11.66 18.11
C 16.24 11.79 17.77
C 17.10 12.36 18.66
C 16.63 12.67 19.93
C 15.28 12.53 20.25
C 14.33 12.02 19.32
S 12.67 11.88 19.63
H 16.54 11.37 16.81
H 18.13 12.52 18.38
H 17.30 13.03 20.71
H 14.93 12.77 21.26
S 13.37 9.75 14.56
C 14.26 10.00 13.13
N 14.29 9.08 12.14
C 15.23 9.20 11.05
C 15.33 10.64 10.60
N 15.51 11.54 11.74
C 16.39 12.71 11.42
C 15.83 13.55 10.31
C 14.55 14.10 10.43
C 13.92 14.73 9.38
C 14.54 14.80 8.14
C 15.79 14.23 8.00
C 16.43 13.62 9.07
C 14.98 11.29 12.91
S 14.96 12.60 14.15
C 13.49 7.84 12.14
C 12.43 7.85 11.08
C 12.18 6.67 10.37
C 11.29 6.64 9.29
C 10.62 7.80 8.93
C 10.86 8.98 9.62
C 11.73 9.01 10.71
H 14.87 8.58 10.20
H 16.18 8.75 11.36
H 14.44 10.95 10.03
H 16.21 10.71 9.94
H 17.38 12.31 11.13
H 16.51 13.29 12.36
H 14.05 14.05 11.41
H 12.95 15.21 9.54
H 14.07 15.30 7.30
H 16.29 14.29 7.03
H 17.44 13.22 8.91
H 13.05 7.69 13.14
H 14.16 6.98 11.95
H 12.70 5.74 10.65
H 11.19 5.71 8.74
H 9.96 7.81 8.08
H 10.33 9.90 9.33
H 11.88 9.96 11.27
Se 13.18 13.90 13.82

Results
multiplicity = 7
maximum force = 0.0821 Eh/bohr
net charge = -2
gap between HOMO and LUMO (spin up / spin down) = 0.1453 / 0.0884 Ha
LUMO (spin up / spin down) = 3.737 / 3.700 eV
expectation value of S² = 12.04
E_tot = -215407.1066 eV
energy relative to the best compared isomer or geometry (same formula, charge and spin) = 31.6 kcal per mole
E_HOMO (spin up / spin down) = -0.22 / 1.29 eV

These are the Löwdin partial charges, in e, on atoms 1 to 2: number 1, Eu, carries 1.11; number 2, C, carries -0.19


Entry 2:
Computed, not measured: a single C6H10O molecule, with ωB97M-V/def2-TZVPD.

Positions of all 17 atoms, in Å:
O 0.02 -3.07 1.37
C -0.98 -2.54 0.95
C -1.05 -1.11 0.47
C 0.31 -0.53 0.09
C 0.18 0.74 -0.73
C 0.24 2.09 -0.08
C 1.38 1.62 -0.95
H -1.93 -3.10 0.89
H -1.75 -1.06 -0.37
H -1.52 -0.52 1.28
H 0.87 -1.28 -0.48
H 0.90 -0.34 0.99
H -0.50 0.65 -1.58
H -0.40 2.89 -0.46
H 0.41 2.13 0.99
H 1.50 2.08 -1.93
H 2.31 1.34 -0.46

Results
maximum force = 0.0100 Eh/bohr
gap between HOMO and LUMO = 0.3980 Ha
LUMO = 1.041 eV
E_tot = -8430.5064 eV
energy relative to the best compared isomer or geometry (same formula, charge and spin) = 16.9 kcal per mole
E_HOMO = -9.79 eV

These are the Löwdin partial charges, in e, on atoms 1 to 2: number 1, O, carries 0.05; number 2, C, carries -0.27